{
  "formula": "C4H12S",
  "method": "ωB97M-V/def2-TZVPD",
  "symbols": ["C", "S", "C", "H", "H", "H", "H", "H", "H", "C", "C", "H", "H", "H", "H", "H", "H"],
  "xyz": [[-1.318, -0.501, 1.696], [-0.081, -0.736, 2.916], [1.515, -0.349, 2.195], [-1.492, -1.447, 1.201], [-2.212, -0.170, 2.229], [-1.045, 0.354, 1.074], [1.755, -0.946, 1.334], [2.210, -0.395, 3.031], [1.622, 0.704, 1.886], [0.179, 1.048, -1.833], [-0.366, -0.186, -2.540], [-0.527, 1.867, -1.970], [0.273, 0.976, -0.745], [1.163, 1.274, -2.234], [0.404, -0.908, -2.809], [-0.924, 0.143, -3.421], [-1.157, -0.728, -2.013]],
  "nbo_charge": [-0.771, 0.190, -0.755, 0.219, 0.235, 0.223, 0.213, 0.238, 0.209, -0.609, -0.613, 0.205, 0.196, 0.208, 0.205, 0.205, 0.203],
  "multiplicity": 1,
  "homo_ev": -8.4,
  "de_lowest_kj_mol": 42.60,
  "lumo_energy_ha": 0.0367,
  "smiles": "CSC.CC"
}


{
  "formula": "CH6NO2P",
  "method": "ωB97M-V/def2-TZVPD",
  "symbols": ["N", "C", "P", "O", "O", "H", "H", "H", "H", "H", "H"],
  "xyz": [[-1.452, 0.230, 0.342], [-0.247, -0.651, -0.519], [1.202, 0.036, 0.308], [2.439, -0.739, 0.179], [1.365, 1.443, -0.302], [-1.698, -0.310, 1.185], [-2.240, 0.021, -0.200], [-0.336, -1.760, -0.583], [-0.369, -0.231, -1.494], [0.915, 0.160, 1.573], [0.421, 1.802, -0.489]],
  "nbo_charge": [-0.854, -0.638, 2.025, -1.088, -0.979, 0.358, 0.352, 0.241, 0.224, -0.155, 0.514],
  "multiplicity": 1,
  "homo_ev": -10.2,
  "de_lowest_kj_mol": 157.24,
  "lumo_energy_ha": 0.0217,
  "smiles": "NC[P@@H](=O)O"
}


{
  "formula": "C18H15AsGeS4TcTe",
  "method": "ωB97M-V/def2-TZVPD",
  "symbols": ["Tc", "S", "As", "S", "S", "S", "C", "C", "C", "C", "C", "C", "Ge", "C", "C", "C", "C", "C", "C", "C", "C", "C", "C", "C", "C", "H", "H", "H", "H", "H", "H", "H", "H", "H", "H", "H", "H", "H", "H", "H", "Te"],
  "xyz": [[-2.633, 0.230, 0.765], [-5.897, -1.482, 2.930], [-4.041, -2.059, 2.587], [-2.574, 0.250, 2.802], [-3.570, -1.407, -0.028], [-2.671, -3.454, 2.920], [0.365, -3.883, -2.485], [-0.041, -3.958, -1.156], [-0.194, -2.800, -0.414], [0.059, -1.556, -0.995], [0.474, -1.489, -2.324], [0.624, -2.652, -3.069], [-0.103, 0.042, 0.055], [-0.057, 1.664, -1.088], [0.890, 2.665, -0.887], [0.912, 3.776, -1.713], [-0.025, 3.959, -2.750], [-0.975, 3.006, -2.976], [-1.039, 1.837, -2.135], [0.998, 0.263, 1.609], [1.938, -0.725, 1.903], [2.762, -0.589, 3.013], [2.651, 0.527, 3.826], [1.717, 1.519, 3.538], [0.894, 1.386, 2.434], [0.484, -4.789, -3.063], [-0.231, -4.922, -0.704], [-0.512, -2.874, 0.622], [0.700, -0.537, -2.792], [0.949, -2.597, -4.099], [1.627, 2.561, -0.101], [1.675, 4.530, -1.563], [0.032, 4.839, -3.375], [-1.693, 3.108, -3.780], [-1.504, 0.946, -2.550], [2.037, -1.600, 1.271], [3.492, -1.354, 3.240], [3.294, 0.632, 4.690], [1.640, 2.391, 4.173], [0.165, 2.164, 2.221], [-2.621, 2.433, -0.550]],
  "mulliken_spin": [0.913, 0.021, 0.001, 0.017, 0.036, 0.007, 0.000, -0.003, -0.001, 0.003, -0.007, 0.000, -0.061, 0.034, -0.013, 0.030, -0.003, 0.008, 0.048, -0.003, -0.005, 0.001, -0.001, -0.003, 0.007, 0.000, 0.000, 0.001, 0.001, 0.000, 0.002, 0.001, 0.000, 0.000, 0.011, -0.001, 0.000, 0.000, 0.000, 0.004, -0.048],
  "multiplicity": 2,
  "total_charge": 2,
  "homo_ev": [-14.7, -14.7],
  "de_lowest_kj_mol": 153.12,
  "lumo_energy_ha": [-0.3150, -0.3374]
}


{
  "formula": "C3N2O",
  "method": "ωB97M-V/def2-TZVPD",
  "symbols": ["N", "C", "N", "C", "C", "O"],
  "xyz": [[-0.534, 1.652, 1.341], [0.164, 0.975, 0.693], [1.242, 0.366, -0.008], [0.984, -0.689, -0.749], [-0.388, -0.974, -0.639], [-1.468, -1.329, -0.639]],
  "nbo_charge": [-0.291, 0.306, -0.374, -0.078, 0.761, -0.324],
  "multiplicity": 1,
  "homo_ev": -10.4,
  "de_lowest_kj_mol": 259.90,
  "lumo_energy_ha": -0.0823,
  "smiles": "N#CN=C=C=O"
}


{
  "formula": "C46H50N4O6P3ReS2",
  "method": "ωB97M-V/def2-TZVPD",
  "symbols": ["Re", "O", "C", "C", "O", "C", "C", "O", "C", "O", "O", "C", "P", "C", "N", "C", "C", "C", "C", "C", "C", "N", "C", "P", "C", "C", "C", "C", "C", "C", "C", "C", "C", "H", "H", "H", "H", "H", "H", "H", "H", "H", "H", "H", "H", "H", "H", "H", "H", "H", "H", "H", "H", "H", "H", "H", "H", "H", "H", "H", "H", "S", "P", "S", "C", "C", "C", "C", "C", "C", "C", "C", "C", "C", "C", "C", "H", "H", "H", "H", "H", "H", "H", "H", "H", "H", "C", "N", "N", "C", "O", "C", "C", "C", "C", "C", "C", "C", "C", "C", "H", "H", "H", "H", "H", "H", "H", "H", "H", "H", "H", "H"],
  "xyz": [[0.035, -0.695, 1.116], [-5.111, 1.852, 3.365], [-4.084, 1.478, 2.889], [-3.868, 1.004, 1.435], [-4.670, 1.034, 0.541], [-2.486, 0.505, 1.425], [-1.887, 0.624, 2.637], [-0.677, 0.087, 2.823], [-2.744, 1.282, 3.634], [-2.491, 1.599, 4.765], [-1.830, -0.135, 0.468], [-1.234, -2.799, 3.699], [-0.707, -2.821, 1.962], [0.773, -3.906, 2.032], [0.652, -5.205, 2.072], [1.778, -5.945, 2.211], [1.694, -7.357, 2.196], [2.829, -8.095, 2.346], [4.088, -7.465, 2.534], [4.193, -6.108, 2.558], [3.031, -5.319, 2.380], [3.136, -3.968, 2.338], [2.047, -3.273, 2.132], [2.180, -1.445, 1.933], [2.677, -0.872, 3.582], [3.646, -1.157, 0.819], [4.953, -1.844, 1.215], [3.208, -1.626, -0.573], [3.888, 0.362, 0.856], [-2.054, -3.633, 0.970], [-2.252, -5.123, 1.256], [-3.360, -2.895, 1.301], [-1.678, -3.421, -0.506], [-1.288, -3.817, 4.086], [-2.207, -2.319, 3.783], [-0.521, -2.214, 4.278], [0.726, -7.820, 2.059], [2.776, -9.175, 2.327], [4.971, -8.078, 2.659], [5.142, -5.606, 2.697], [3.505, -1.469, 3.962], [1.822, -0.951, 4.252], [2.965, 0.178, 3.529], [4.923, -2.918, 1.065], [5.212, -1.654, 2.258], [5.754, -1.428, 0.594], [3.204, -2.717, -0.635], [3.890, -1.245, -1.337], [2.205, -1.274, -0.836], [4.496, 0.636, 1.720], [2.970, 0.941, 0.908], [4.435, 0.662, -0.043], [-2.338, -5.332, 2.324], [-1.445, -5.731, 0.860], [-3.188, -5.425, 0.780], [-3.752, -3.192, 2.274], [-4.104, -3.157, 0.545], [-3.251, -1.812, 1.278], [-0.668, -3.786, -0.723], [-1.749, -2.367, -0.785], [-2.372, -3.973, -1.145], [-2.815, 0.398, -5.376], [-3.035, 1.404, -3.693], [-2.157, 0.107, -2.448], [-2.153, 2.987, -3.678], [-1.966, 3.698, -4.860], [-1.383, 4.960, -4.827], [-0.999, 5.517, -3.615], [-1.164, 4.800, -2.435], [-1.726, 3.532, -2.468], [-4.739, 1.805, -3.286], [-5.041, 2.713, -2.271], [-6.362, 2.954, -1.931], [-7.383, 2.292, -2.599], [-7.086, 1.394, -3.613], [-5.765, 1.144, -3.957], [-2.286, 3.266, -5.800], [-1.244, 5.512, -5.748], [-0.577, 6.515, -3.588], [-0.868, 5.234, -1.486], [-1.839, 2.962, -1.550], [-4.254, 3.234, -1.744], [-6.595, 3.654, -1.139], [-8.413, 2.474, -2.321], [-7.884, 0.885, -4.139], [-5.525, 0.441, -4.744], [2.640, 4.370, -2.590], [2.172, 3.054, -2.168], [1.750, 2.795, -0.887], [1.149, 1.567, -0.868], [0.712, 1.096, 0.247], [1.144, 1.089, -2.183], [1.761, 2.047, -2.956], [1.958, 2.086, -4.431], [2.186, 3.548, 0.246], [3.520, 3.910, 0.380], [3.921, 4.614, 1.505], [2.998, 4.925, 2.498], [1.671, 4.544, 2.358], [1.255, 3.863, 1.223], [2.448, 5.089, -1.800], [2.095, 4.674, -3.480], [3.708, 4.352, -2.800], [0.690, 0.178, -2.533], [1.539, 1.188, -4.877], [3.017, 2.149, -4.687], [1.449, 2.950, -4.867], [4.241, 3.630, -0.380], [4.957, 4.910, 1.610], [3.315, 5.466, 3.380], [0.951, 4.781, 3.129], [0.221, 3.566, 1.102]],
  "mulliken_spin": [1.589, 0.008, 0.000, -0.027, 0.016, 0.100, 0.008, 0.059, 0.000, 0.007, 0.074, 0.022, 0.070, -0.021, 0.001, 0.002, 0.000, 0.000, 0.000, -0.001, 0.001, -0.004, 0.034, 0.034, 0.012, -0.006, -0.001, 0.003, -0.010, -0.065, 0.001, 0.003, 0.028, 0.001, -0.002, -0.002, 0.000, 0.000, 0.000, 0.000, 0.000, 0.001, -0.002, 0.000, 0.000, 0.000, 0.001, 0.000, 0.002, 0.001, 0.012, 0.000, 0.000, 0.000, -0.001, 0.000, -0.001, -0.003, 0.000, -0.016, 0.000, 0.475, -0.005, 0.517, -0.036, -0.001, 0.003, 0.000, 0.002, 0.029, -0.007, 0.002, 0.002, 0.002, 0.001, 0.005, -0.008, 0.000, 0.000, 0.000, 0.004, -0.001, 0.000, 0.000, 0.000, 0.000, -0.001, 0.006, 0.014, -0.005, 0.089, 0.005, 0.002, 0.001, -0.002, 0.001, 0.000, 0.001, -0.001, 0.003, 0.000, 0.000, 0.000, -0.024, -0.001, 0.000, 0.000, 0.000, 0.000, 0.000, 0.000, 0.000],
  "multiplicity": 4,
  "total_charge": 1,
  "homo_ev": [-10.2, -10.5],
  "de_lowest_kj_mol": 243.19,
  "lumo_energy_ha": [-0.1249, -0.1475]
}


{
  "formula": "C35H59AgFN2O18S",
  "method": "ωB97M-V/def2-TZVPD",
  "symbols": ["Ag", "C", "C", "C", "O", "C", "N", "H", "H", "H", "H", "H", "H", "H", "H", "H", "H", "H", "H", "C", "C", "C", "C", "C", "C", "N", "O", "C", "C", "C", "H", "H", "H", "H", "H", "H", "H", "H", "H", "H", "H", "H", "H", "H", "H", "H", "H", "H", "S", "O", "O", "O", "O", "C", "C", "C", "O", "C", "O", "O", "H", "H", "H", "H", "H", "H", "C", "C", "C", "O", "C", "O", "O", "H", "H", "H", "H", "H", "H", "C", "C", "C", "O", "C", "O", "O", "H", "H", "H", "H", "H", "H", "C", "C", "C", "O", "C", "O", "O", "H", "H", "H", "H", "H", "H", "F", "C", "C", "C", "C", "C", "C", "H", "H", "H", "H", "H"],
  "xyz": [[1.433, 0.097, 1.595], [-2.818, -1.834, -3.236], [-4.060, -1.974, -2.362], [-4.501, -3.423, -2.356], [-5.527, -3.660, -1.436], [-6.021, -4.979, -1.465], [-3.798, -1.455, -0.966], [-4.657, -1.362, -0.434], [-3.164, -2.130, -0.510], [-3.210, -0.605, -1.002], [-2.640, -0.782, -3.471], [-2.987, -2.311, -4.200], [-1.892, -2.155, -2.761], [-4.913, -1.394, -2.718], [-3.618, -4.034, -2.115], [-4.760, -3.719, -3.377], [-5.251, -5.736, -1.287], [-6.527, -5.261, -2.393], [-6.765, -5.072, -0.676], [0.247, 2.987, 0.990], [1.665, 3.532, 1.211], [1.559, 4.294, 2.524], [2.878, 4.810, 3.085], [3.846, 3.626, 3.263], [4.014, 2.760, 1.982], [2.652, 2.426, 1.501], [2.797, 1.587, 0.364], [4.688, 1.471, 2.523], [4.945, 3.468, 0.991], [2.081, 4.479, 0.069], [-0.132, 2.484, 1.872], [0.290, 2.379, 0.087], [-0.399, 3.839, 0.776], [1.042, 3.732, 3.307], [0.889, 5.146, 2.372], [2.588, 5.239, 4.044], [3.266, 5.573, 2.411], [3.539, 3.009, 4.104], [4.846, 4.057, 3.341], [5.018, 0.845, 1.690], [4.031, 0.862, 3.145], [5.603, 1.698, 3.069], [4.904, 3.111, -0.036], [5.983, 3.366, 1.304], [4.679, 4.525, 1.008], [2.706, 5.322, 0.364], [1.180, 4.948, -0.326], [2.614, 3.922, -0.698], [-0.820, -0.634, 0.161], [0.549, -1.025, -0.157], [-1.510, 0.045, -0.951], [-1.563, -1.853, 0.540], [-0.645, 0.306, 1.299], [-1.741, -0.474, 5.286], [-3.015, -1.146, 4.777], [-2.780, -2.078, 3.559], [-3.088, -3.373, 4.024], [-3.621, -3.307, 5.255], [-3.984, -4.249, 5.888], [-3.591, -2.059, 5.722], [-1.972, 0.039, 6.219], [-1.309, 0.174, 4.527], [-1.004, -1.236, 5.552], [-3.749, -0.367, 4.574], [-1.747, -2.068, 3.204], [-3.313, -1.753, 2.663], [-3.772, 2.697, -0.237], [-4.473, 2.047, 0.942], [-3.487, 1.482, 1.979], [-3.913, 1.988, 3.247], [-4.857, 2.927, 3.018], [-5.379, 3.545, 3.892], [-5.184, 3.004, 1.724], [-3.030, 3.421, 0.097], [-4.520, 3.079, -0.930], [-3.211, 1.928, -0.776], [-5.095, 1.231, 0.564], [-2.446, 1.693, 1.734], [-3.476, 0.391, 2.035], [3.774, -1.645, -2.351], [4.452, -0.344, -2.737], [5.037, 0.319, -1.498], [6.391, 0.488, -1.857], [6.652, 0.021, -3.075], [7.657, 0.236, -3.682], [5.545, -0.554, -3.627], [3.378, -2.145, -3.236], [2.920, -1.429, -1.703], [4.409, -2.330, -1.785], [3.682, 0.274, -3.204], [4.924, -0.333, -0.632], [4.593, 1.302, -1.343], [0.846, -3.901, -2.027], [0.507, -4.761, -0.809], [-0.872, -4.668, -0.287], [-1.118, -6.027, 0.081], [-0.222, -6.862, -0.471], [-0.248, -8.045, -0.346], [0.676, -6.148, -1.182], [0.597, -2.847, -1.892], [0.254, -4.213, -2.892], [1.895, -3.968, -2.304], [1.242, -4.606, -0.016], [-1.624, -4.200, -0.928], [-0.897, -4.016, 0.586], [3.466, 3.366, -4.923], [2.478, 2.512, -4.618], [2.024, 1.634, -5.587], [1.118, 0.640, -5.221], [0.649, 0.513, -3.914], [1.053, 1.469, -3.002], [1.950, 2.464, -3.342], [2.411, 1.647, -6.596], [0.831, -0.118, -5.940], [-0.017, -0.295, -3.650], [0.592, 1.408, -2.022], [2.399, 3.076, -2.570]],
  "mulliken_spin": [0.004, 0.000, 0.000, 0.000, 0.000, 0.000, 0.000, 0.000, 0.000, 0.000, 0.000, 0.000, 0.000, 0.000, 0.000, 0.000, 0.000, 0.000, 0.000, -0.030, 0.026, 0.017, -0.014, 0.019, 0.018, 0.300, 0.582, -0.013, 0.024, 0.018, 0.001, 0.021, -0.004, -0.004, 0.001, 0.000, 0.000, 0.000, -0.001, 0.003, -0.001, 0.000, 0.000, -0.001, 0.002, 0.002, -0.002, -0.001, 0.009, 0.016, 0.000, 0.000, -0.005, 0.000, 0.000, 0.000, 0.000, 0.000, 0.000, 0.000, 0.000, 0.001, 0.000, 0.000, 0.001, 0.000, 0.000, 0.000, 0.000, 0.000, 0.000, 0.000, 0.000, 0.000, 0.000, 0.000, 0.000, 0.000, 0.000, 0.000, 0.000, -0.003, 0.000, 0.000, 0.000, 0.000, 0.000, -0.001, 0.000, 0.001, -0.001, 0.015, 0.000, 0.000, 0.000, 0.000, 0.000, 0.000, 0.000, 0.000, 0.000, 0.000, 0.000, 0.000, 0.000, 0.000, 0.002, 0.000, 0.000, 0.001, 0.000, 0.004, 0.000, 0.000, 0.000, -0.008, 0.006],
  "multiplicity": 2,
  "homo_ev": [-9.5, -9.5],
  "lumo_energy_ha": [-0.0263, -0.0762]
}


no.,E_tot (a.u.)
1,-557.7542
2,-588.2926
3,-6948.5106
4,-298.9177
5,-4351.8907
6,-3477.8673